The following is a DFT calculation (the ωB97M-V functional and the def2-TZVPD basis) of a cluster of 2 separate species, H4S2 in total.

Cartesian coordinates (Å):
1 S 0.37771 -1.63303 -1.35675
2 H 0.02993 -0.79299 -0.36423
3 H 0.22747 -2.71203 -0.56622
4 S 0.16031 1.42389 0.35577
5 H -0.83942 1.01560 1.15924
6 H 0.04399 2.69855 0.77220

Computed properties:
Energy relative to the best compared isomer or geometry (same formula, charge and spin) = 3.3 kcal/mol
Gap between HOMO and LUMO = 0.381 Ha
HOMO level = -9.6555 eV
E_tot = -798.74407 Eh
Net charge = 0
SMILES = S.S


The following is a DFT calculation (the ωB97M-V functional and the def2-TZVPD basis) of a cluster of 2 separate species, H4S2 in total.

Cartesian coordinates (Å):
1 S -0.29077 3.55225 -10.40460
2 H 0.06180 2.65474 -11.34369
3 H -1.11063 2.67350 -9.79851
4 S -0.02916 3.19851 -6.45398
5 H 0.34129 2.37357 -5.45701
6 H 1.24893 3.43058 -6.80661

Computed properties:
Energy relative to the best compared isomer or geometry (same formula, charge and spin) = 0.3 kcal/mol
Gap between HOMO and LUMO = 0.385 Ha
HOMO level = -9.5978 eV
E_tot = -798.74892 Eh
Net charge = 0
SMILES = S.S


The following is a DFT calculation (the ωB97M-V functional and the def2-TZVPD basis) of a cluster of 2 separate species, H4S4 in total.

Cartesian coordinates (Å):
1 S 1.76441 -2.06092 1.17042
2 S 2.07075 -0.22772 0.31724
3 H 1.59219 -2.84788 0.08712
4 H 3.39140 -0.27666 0.04154
5 S -1.71487 0.47881 0.05692
6 S -3.17702 1.79039 -0.72912
7 H -0.92624 0.28552 -1.02160
8 H -3.00062 2.85846 0.07748

Computed properties:
Energy relative to the best compared isomer or geometry (same formula, charge and spin) = 3.1 kcal/mol
Gap between HOMO and LUMO = 0.344 Ha
HOMO level = -9.1426 eV
E_tot = -1595.12152 Eh
Net charge = 0
SMILES = SS.SS


The following is a DFT calculation (the ωB97M-V functional and the def2-TZVPD basis) of a cluster of 2 separate species, H4S4 in total.

Cartesian coordinates (Å):
1 S 1.74736 3.13881 -2.34586
2 S 0.24012 2.68488 -3.73173
3 H 0.97979 3.33754 -1.25323
4 H -0.25778 3.91795 -3.96433
5 S -1.71612 -2.76877 2.73742
6 S 0.05008 -3.28265 3.70927
7 H -2.08306 -3.87049 2.04890
8 H 1.03961 -3.15727 2.79955

Computed properties:
Energy relative to the best compared isomer or geometry (same formula, charge and spin) = 4.2 kcal/mol
Gap between HOMO and LUMO = 0.357 Ha
HOMO level = -9.5050 eV
E_tot = -1595.11976 Eh
Net charge = 0
SMILES = SS.SS


The following is a DFT calculation (the ωB97M-V functional and the def2-TZVPD basis) of an isolated molecule of H4SSi.

Cartesian coordinates (Å):
1 Si 0.28420 0.35274 -0.01632
2 S -1.96700 0.14388 0.03748
3 H 0.72896 1.43551 -0.75561
4 H 0.44983 0.99204 1.27424
5 H 0.69400 -1.01750 -0.49013
6 H -1.80036 -0.40236 -1.09690

Computed properties:
Energy relative to the best compared isomer or geometry (same formula, charge and spin) = 15.3 kcal/mol
Gap between HOMO and LUMO = 0.375 Ha
HOMO level = -9.4674 eV
E_tot = -690.04600 Eh
Net charge = 0
SMILES = [SiH3]S


The following is a DFT calculation (the ωB97M-V functional and the def2-TZVPD basis) of a cluster of 2 separate species, H4SSi in total.

Cartesian coordinates (Å):
1 Si 0.49019 -0.01286 -0.06185
2 S -0.56758 -1.88655 -0.28052
3 H -0.55588 1.60415 -0.49808
4 H 0.80976 0.49829 1.23688
5 H 1.63008 -0.20067 -1.08059
6 H -0.96385 -1.59880 0.90113

Computed properties:
Energy relative to the best compared isomer or geometry (same formula, charge and spin) = 36.5 kcal/mol
Gap between HOMO and LUMO = 0.376 Ha
HOMO level = -9.5461 eV
E_tot = -690.01232 Eh
Net charge = 0


The following is a DFT calculation (the ωB97M-V functional and the def2-TZVPD basis) of a cluster of 26 separate species, H52O26 in total.

Cartesian coordinates (Å):
1 O 2.47040 4.89277 0.94451
2 H 2.50185 4.33789 1.72384
3 H 3.36629 5.21394 0.84226
4 O -2.53701 1.65241 -2.90848
5 H -3.32300 2.17546 -3.06616
6 H -2.00888 2.18589 -2.31459
7 O -0.33049 2.13013 1.10577
8 H -1.22120 2.40793 1.31954
9 H 0.23126 2.70081 1.63015
10 O -0.92570 -3.44879 -1.93579
11 H -1.68138 -4.03287 -1.87229
12 H -1.29843 -2.59860 -2.16917
13 O -2.65701 3.12371 1.91366
14 H -3.47362 2.69395 2.16800
15 H -2.44682 3.69568 2.65183
16 O 2.09512 4.38066 -1.87754
17 H 2.26717 3.46766 -1.64720
18 H 2.06745 4.83895 -1.03763
19 O 1.17957 -3.91823 0.98970
20 H 0.78198 -4.49727 0.33941
21 H 1.37849 -4.49040 1.73082
22 O 2.21510 -3.83364 -2.37158
23 H 1.26691 -3.79033 -2.49523
24 H 2.43234 -3.03045 -1.89838
25 O -2.51516 -5.20606 -0.40935
26 H -1.66334 -5.63381 -0.49694
27 H -3.14997 -5.91924 -0.47746
28 O -1.22205 3.35167 4.35668
29 H -0.50755 2.72851 4.48852
30 H -0.78464 4.18721 4.19308
31 O 1.68297 3.11120 2.88725
32 H 2.15369 3.59236 3.56779
33 H 1.89460 2.19249 3.05288
34 O -3.48674 -1.06435 4.96642
35 H -3.48144 -1.33683 4.04884
36 H -4.34980 -0.67086 5.09494
37 O 3.71492 -3.31069 1.73142
38 H 2.79845 -3.33203 1.45599
39 H 3.78002 -3.99107 2.40155
40 O 4.82676 -1.10918 0.65181
41 H 5.74625 -1.36233 0.73352
42 H 4.33979 -1.86313 0.98443
43 O 0.75245 -1.37799 -5.03885
44 H 0.27183 -0.93990 -4.33650
45 H 0.15550 -1.35808 -5.78683
46 O 2.41817 1.77266 -4.14177
47 H 2.13267 1.29385 -3.36366
48 H 2.10411 2.66607 -4.00247
49 O -4.31374 -1.33450 -1.72449
50 H -4.42621 -2.27543 -1.58942
51 H -3.73739 -1.05703 -1.01242
52 O 1.85097 1.82053 -0.97588
53 H 1.14549 1.19088 -0.82739
54 H 2.03217 2.18650 -0.11017
55 O -3.67089 -1.76344 2.01788
56 H -4.24545 -2.50867 1.84256
57 H -2.80383 -2.05815 1.73933
58 O -1.00267 -2.41207 1.19917
59 H -0.94903 -2.90057 2.02059
60 H -0.32791 -2.80214 0.64348
61 O 2.65412 -1.77091 -0.89583
62 H 3.37246 -1.34436 -0.42862
63 H 1.86917 -1.52205 -0.40784
64 O 0.16002 -0.22252 -0.07820
65 H -0.40557 -0.91039 0.27279
66 H 0.08598 0.49398 0.55217
67 O -1.17353 1.22836 -5.23186
68 H -1.37571 1.25171 -4.29655
69 H -0.47053 1.86868 -5.34148
70 O -0.72007 -0.36971 -2.79377
71 H -0.28948 -0.55965 -1.96025
72 H -1.48464 0.15435 -2.55499
73 O 0.31782 1.03556 4.88646
74 H 0.55513 0.68305 5.74417
75 H 0.71634 0.43137 4.26007
76 O -1.30102 3.43101 -1.38889
77 H -1.01962 4.34234 -1.30807
78 H -1.00424 3.01551 -0.57925

Computed properties:
Energy relative to the best compared isomer or geometry (same formula, charge and spin) = 88.2 kcal/mol
Gap between HOMO and LUMO = 0.298 Ha
HOMO level = -9.0574 eV
E_tot = -1987.42147 Eh
Net charge = 0


The following is a DFT calculation (the ωB97M-V functional and the def2-TZVPD basis) of a structure of composition H5N2P.

Cartesian coordinates (Å):
1 N -0.12875 -1.16261 -1.90874
2 N 0.05247 -0.85219 -0.54214
3 P -0.93669 -0.83413 0.68331
4 H -1.04940 -0.89263 -2.24532
5 H 0.52612 -0.50299 -2.44702
6 H 1.09491 -0.78549 -0.42107
7 H -1.49754 0.00858 3.63581
8 H -1.43474 -0.38151 2.89889

Computed properties:
Energy relative to the best compared isomer or geometry (same formula, charge and spin) = 85.2 kcal/mol
Gap between HOMO and LUMO = 0.262 Ha
HOMO level = -7.2156 eV
E_tot = -453.71241 Eh
Net charge = 0


no.,LUMO level (eV)
1,0.720
2,0.873
3,0.220
4,0.207
5,0.733
6,0.681
7,-0.958
8,-0.073